# 1
{"formula": "C45H119N5O17", "method": "the ωB97M-V functional and the def2-TZVPD basis", "symbols": ["O", "H", "H", "O", "H", "H", "O", "H", "H", "O", "H", "H", "O", "H", "H", "O", "H", "H", "O", "H", "H", "O", "H", "H", "O", "H", "H", "O", "H", "H", "O", "H", "H", "O", "H", "H", "C", "C", "C", "C", "C", "C", "N", "O", "C", "C", "C", "H", "H", "H", "H", "H", "H", "H", "H", "H", "H", "H", "H", "H", "H", "H", "H", "H", "H", "H", "C", "C", "C", "C", "C", "C", "N", "O", "C", "C", "C", "H", "H", "H", "H", "H", "H", "H", "H", "H", "H", "H", "H", "H", "H", "H", "H", "H", "H", "H", "C", "C", "C", "C", "C", "C", "N", "O", "C", "C", "C", "H", "H", "H", "H", "H", "H", "H", "H", "H", "H", "H", "H", "H", "H", "H", "H", "H", "H", "H", "C", "C", "C", "C", "C", "C", "N", "O", "C", "C", "C", "H", "H", "H", "H", "H", "H", "H", "H", "H", "H", "H", "H", "H", "H", "H", "H", "H", "H", "H", "C", "C", "C", "C", "C", "C", "N", "O", "C", "C", "C", "H", "H", "H", "H", "H", "H", "H", "H", "H", "H", "H", "H", "H", "H", "H", "H", "H", "H", "H"], "xyz": [[0.6210, 0.4611, 7.2266], [0.1127, 0.5893, 8.0275], [-0.0068, 0.6043, 6.5184], [3.2321, 2.6439, 3.0348], [2.6781, 1.9796, 2.6249], [4.0995, 2.4999, 2.6563], [1.7182, 2.4940, 5.8273], [0.8661, 2.8361, 5.5567], [1.5100, 1.7354, 6.3727], [4.0459, -4.6248, 2.0672], [3.4065, -4.7218, 1.3615], [4.6991, -4.0187, 1.7175], [5.2142, 1.0632, 1.7182], [5.6138, 0.1935, 1.7309], [5.6400, 1.5334, 2.4351], [5.9145, -1.9751, 5.8885], [5.8412, -1.8052, 4.9493], [6.1842, -2.8917, 5.9461], [3.4140, -1.1458, -1.7594], [3.4636, -2.0729, -1.5266], [3.1775, -0.7057, -0.9429], [3.0102, -0.6638, 6.8073], [2.1750, -0.2901, 7.0884], [2.8225, -1.5917, 6.6659], [6.3075, 3.1652, 0.3724], [6.2679, 2.9724, -0.5644], [5.7630, 2.4913, 0.7793], [3.1657, 4.7918, -1.1953], [2.7274, 4.1299, -0.6605], [2.5172, 5.4889, -1.2935], [6.3490, -1.4217, 3.4769], [6.5489, -1.7407, 2.5968], [7.0431, -0.7906, 3.6669], [2.3964, -3.3903, 6.6895], [1.9759, -4.0704, 7.2157], [2.5180, -3.7929, 5.8297], [-0.0029, 0.1503, -0.2633], [0.6378, 1.0487, 0.7950], [-0.6206, 1.2941, 1.7778], [-0.9643, 0.1528, 2.7681], [0.2708, -0.2353, 3.5521], [1.5172, -0.5405, 2.6973], [1.7546, 0.4908, 1.6855], [2.7492, 0.1067, 0.8338], [2.7639, -0.6096, 3.6015], [1.4467, -2.0217, 2.1754], [1.1382, 2.3499, 0.1475], [-0.7206, 0.6028, -0.9476], [-0.3913, -0.7785, 0.1547], [0.8137, -0.1297, -0.9288], [-0.3750, 2.1711, 2.3767], [-1.5775, 1.4958, 1.2963], [-1.2813, -0.7501, 2.2462], [-1.7007, 0.4444, 3.5170], [-0.0632, -1.2152, 3.8933], [0.5151, 0.4974, 4.3211], [3.6402, -1.0649, 3.1401], [3.0391, 0.3312, 4.0781], [2.4859, -1.2700, 4.4230], [2.4061, -2.3268, 1.7577], [1.1651, -2.7060, 2.9757], [0.7414, -2.0721, 1.3459], [1.5248, 3.1331, 0.7997], [0.3085, 2.7848, -0.4098], [1.9356, 2.2088, -0.5822], [3.5158, 0.5710, 1.1777], [0.1372, 4.6240, -4.4950], [1.1216, 3.5085, -4.8021], [1.0726, 2.5466, -3.5626], [1.5906, 1.1330, -3.8077], [0.8608, 0.5041, -5.0331], [0.8943, 1.3677, -6.2582], [0.6187, 2.7995, -5.9995], [0.4704, 3.5731, -7.1139], [2.2647, 1.2366, -7.0916], [-0.2536, 0.8617, -7.1901], [2.5773, 4.1401, -5.0262], [-0.9005, 4.2983, -4.5673], [0.2447, 5.3557, -5.2956], [0.4497, 5.0672, -3.5495], [1.6874, 3.0252, -2.8003], [0.0444, 2.6061, -3.2059], [1.4398, 0.5564, -2.8951], [2.6551, 1.1809, -4.0372], [-0.0909, 0.0823, -4.7098], [1.4307, -0.4014, -5.2410], [3.1166, 1.5953, -6.5140], [2.5597, 0.2828, -7.5291], [2.1468, 1.8952, -7.9522], [-0.2925, 1.4757, -8.0899], [-0.1022, -0.1674, -7.5162], [-1.1809, 0.8401, -6.6176], [3.3616, 3.4170, -5.2501], [2.8943, 4.7676, -4.1933], [2.5084, 4.8798, -5.8238], [1.3030, 3.3831, -7.5525], [-5.6147, -5.1011, 1.2174], [-4.1430, -5.0141, 0.7212], [-3.9243, -3.5300, 0.3157], [-3.6810, -2.5117, 1.4098], [-2.4977, -3.0157, 2.2540], [-2.6869, -4.4597, 2.8415], [-3.0760, -5.3733, 1.7573], [-3.2204, -6.6987, 2.0959], [-1.3027, -4.8982, 3.3421], [-3.7965, -4.4881, 3.9827], [-3.9754, -5.8658, -0.4977], [-6.2305, -4.8421, 0.3562], [-5.8109, -4.3462, 1.9789], [-5.9096, -6.0723, 1.6148], [-3.1591, -3.3450, -0.4382], [-4.8165, -3.1585, -0.1883], [-4.5286, -2.1680, 2.0026], [-3.3344, -1.5863, 0.9499], [-2.5410, -2.3800, 3.1384], [-1.4988, -2.8372, 1.8561], [-1.2809, -5.9049, 3.7595], [-0.5346, -4.8513, 2.5702], [-0.8855, -4.1821, 4.0501], [-4.2341, -5.4732, 4.1440], [-3.4715, -3.9926, 4.8976], [-4.6341, -3.8253, 3.7653], [-4.0490, -6.9211, -0.2350], [-3.0039, -5.7168, -0.9691], [-4.6952, -5.6931, -1.2977], [-4.1538, -6.7218, 2.3191], [-0.1227, -4.9080, -0.2307], [0.5800, -5.7521, -1.3590], [-0.4913, -6.2743, -2.4081], [-1.0755, -5.1956, -3.3159], [0.1561, -4.6576, -4.0274], [1.2401, -4.0300, -3.1603], [1.6185, -5.0279, -2.0881], [2.7401, -4.6237, -1.3540], [2.4049, -3.8313, -4.0475], [0.5963, -2.6460, -2.6971], [1.2530, -7.0173, -0.6967], [-0.9264, -5.4417, 0.2767], [-0.6714, -4.0084, -0.5093], [0.6586, -4.6471, 0.4831], [-0.1885, -7.1382, -2.9997], [-1.2925, -6.6926, -1.7988], [-1.6128, -4.4264, -2.7611], [-1.6812, -5.6830, -4.0798], [-0.1392, -3.8576, -4.7063], [0.5100, -5.4685, -4.6639], [2.2689, -3.0614, -4.8070], [3.2149, -3.5303, -3.3831], [2.7428, -4.8013, -4.4123], [-0.3973, -2.6810, -2.2502], [1.2959, -2.1592, -2.0176], [0.5319, -1.9557, -3.5382], [1.7566, -7.6592, -1.4196], [0.6987, -7.7165, -0.0706], [2.0800, -6.6780, -0.0731], [3.3510, -5.3077, -1.6377], [-4.3462, 4.4800, 1.3673], [-3.7034, 5.5809, 0.4891], [-4.6540, 5.6480, -0.7573], [-4.3196, 6.8692, -1.5968], [-4.4169, 8.1807, -0.8546], [-3.6511, 8.2291, 0.4945], [-3.6429, 6.9030, 1.2284], [-2.7548, 6.8863, 2.2759], [-2.1888, 8.7679, 0.0924], [-4.4334, 9.3139, 1.2648], [-2.2818, 5.1459, 0.0192], [-3.9746, 4.5342, 2.3906], [-3.9830, 3.4855, 1.1082], [-5.4339, 4.5281, 1.4193], [-4.4851, 4.7323, -1.3240], [-5.7198, 5.5695, -0.5427], [-4.8744, 6.9647, -2.5302], [-3.2986, 6.7105, -1.9439], [-5.4397, 8.5509, -0.7849], [-3.8811, 8.8350, -1.5423], [-2.2607, 9.7822, -0.3001], [-1.4284, 8.8137, 0.8721], [-1.6701, 8.0403, -0.5318], [-4.0005, 9.6313, 2.2135], [-4.6845, 10.2391, 0.7461], [-5.4182, 9.0144, 1.6235], [-2.3738, 4.1236, -0.3476], [-1.6258, 5.1827, 0.8890], [-1.8808, 5.7478, -0.7963], [-1.9179, 6.8541, 1.8067]], "relative_energy_ev": 4.140, "multiplicity": 1, "fmax_ev_per_a": 3.758, "homo_lumo_gap_ev": 7.4517, "e_homo_ha": -0.2901, "charge": 0, "e_tot_ha": -3338.4584}



# 2
{"formula": "C45H120BN10O22", "method": "the ωB97M-V functional and the def2-TZVPD basis", "symbols": ["O", "C", "O", "B", "O", "C", "O", "O", "C", "O", "C", "O", "O", "C", "C", "C", "O", "C", "N", "H", "H", "H", "H", "H", "H", "H", "H", "H", "H", "H", "C", "C", "C", "O", "C", "N", "H", "H", "H", "H", "H", "H", "H", "H", "H", "H", "H", "C", "C", "C", "O", "C", "N", "H", "H", "H", "H", "H", "H", "H", "H", "H", "H", "H", "C", "C", "C", "O", "C", "N", "H", "H", "H", "H", "H", "H", "H", "H", "H", "H", "H", "C", "C", "C", "O", "C", "N", "H", "H", "H", "H", "H", "H", "H", "H", "H", "H", "H", "C", "C", "C", "O", "C", "N", "H", "H", "H", "H", "H", "H", "H", "H", "H", "H", "H", "C", "C", "C", "O", "C", "N", "H", "H", "H", "H", "H", "H", "H", "H", "H", "H", "H", "C", "C", "C", "O", "C", "N", "H", "H", "H", "H", "H", "H", "H", "H", "H", "H", "H", "C", "C", "C", "O", "C", "N", "H", "H", "H", "H", "H", "H", "H", "H", "H", "H", "H", "C", "C", "C", "O", "C", "N", "H", "H", "H", "H", "H", "H", "H", "H", "H", "H", "H", "O", "H", "H", "O", "H", "H", "O", "H", "H", "C", "O", "H", "H", "H", "H"], "xyz": [[25.0234, -14.5405, 1.3264], [25.5629, -15.5894, 1.8025], [26.8212, -15.7671, 2.0979], [27.0095, -17.1720, 2.6862], [25.6772, -17.7973, 2.6290], [24.8261, -16.9155, 2.1110], [23.6628, -17.1412, 1.8895], [27.4948, -17.1548, 4.0250], [28.6401, -17.7927, 4.0155], [29.3015, -17.9101, 5.0149], [28.9596, -18.4523, 2.6897], [27.9701, -18.0550, 1.9586], [29.9330, -19.1220, 2.4504], [27.6523, -11.5273, -0.4036], [28.4527, -11.8452, 0.8583], [28.9908, -13.2863, 0.8013], [29.6867, -13.6119, 1.9771], [30.1360, -14.9412, 2.0919], [29.4837, -10.8388, 0.9176], [26.6695, -11.9926, -0.3286], [28.0946, -11.7678, -1.3703], [27.3933, -10.4690, -0.4353], [27.8379, -11.6615, 1.7395], [29.7794, -13.3402, 0.0508], [28.3153, -14.1094, 0.5682], [30.4389, -15.3415, 1.1243], [29.3346, -15.5838, 2.4564], [31.0253, -14.9522, 2.7220], [30.2376, -10.9717, 0.2588], [29.0580, -9.9624, 0.6514], [28.2780, -19.7019, -5.5165], [28.8569, -20.2900, -4.2266], [28.2410, -19.4362, -3.1652], [28.8583, -19.8613, -1.9880], [28.5362, -18.9598, -0.9649], [28.3975, -21.6630, -4.1886], [28.4645, -18.6281, -5.5349], [27.1958, -19.8252, -5.4749], [28.7105, -20.2317, -6.3653], [29.9469, -20.2827, -4.2219], [27.1647, -19.5246, -3.0169], [28.3772, -18.3845, -3.4173], [27.5031, -19.0274, -0.6241], [28.6590, -17.9033, -1.2033], [29.2024, -19.3077, -0.1755], [28.9938, -22.2688, -4.7341], [28.5057, -21.9560, -3.2281], [25.0545, -16.0583, 5.6975], [24.0885, -16.4227, 6.8566], [23.9583, -15.3409, 7.9272], [23.1671, -15.7529, 9.0313], [23.2531, -14.9299, 10.1928], [22.7849, -16.7762, 6.2389], [26.0569, -15.8467, 6.0699], [24.6769, -15.2806, 5.0336], [25.1609, -16.9365, 5.0607], [24.4957, -17.3013, 7.3571], [23.4674, -14.4680, 7.4968], [24.9864, -15.0762, 8.1739], [22.8257, -15.5659, 10.9680], [22.6018, -14.0578, 10.1354], [24.2783, -14.7940, 10.5372], [22.2288, -16.8770, 7.0760], [22.7200, -17.7164, 5.8755], [32.4885, -19.6878, -0.0534], [33.2149, -20.9975, -0.3331], [32.4456, -22.0282, -1.1931], [33.0771, -23.2495, -1.5832], [32.2165, -24.1229, -2.2892], [34.4967, -20.6870, -0.8569], [31.4405, -19.7879, 0.2289], [32.4587, -19.0424, -0.9313], [33.0906, -19.1784, 0.6990], [33.3071, -21.5072, 0.6260], [32.1505, -21.4674, -2.0799], [31.5189, -22.2621, -0.6689], [31.3021, -24.1685, -1.6977], [32.8587, -24.9856, -2.4669], [32.0020, -23.7854, -3.3032], [34.2870, -20.2004, -1.7168], [35.0559, -21.5055, -1.0506], [28.7530, -21.0904, 5.1348], [28.2491, -21.9093, 3.9366], [28.8463, -23.3517, 3.8181], [30.2445, -23.3544, 3.7211], [30.6974, -22.8923, 2.5449], [26.8324, -21.9972, 4.0540], [28.9065, -21.8313, 5.9194], [28.0384, -20.3564, 5.5073], [29.6433, -20.5521, 4.8096], [28.4147, -21.2554, 3.0804], [28.3958, -23.9842, 3.0532], [28.6268, -23.8611, 4.7564], [31.7601, -23.1170, 2.6363], [30.6849, -21.8044, 2.4777], [30.3199, -23.4094, 1.6628], [26.5318, -22.4511, 4.9046], [26.5837, -22.6684, 3.3415], [23.2272, -21.9182, 4.5481], [23.4571, -20.5536, 3.8606], [22.2378, -19.5561, 4.0421], [21.2809, -19.9646, 3.0537], [19.9686, -19.3733, 3.2459], [24.7259, -20.0148, 4.3925], [24.1468, -22.4750, 4.3679], [22.4389, -22.5467, 4.1337], [23.0788, -21.7920, 5.6205], [23.5729, -20.6781, 2.7839], [22.4965, -18.5039, 3.9236], [21.9114, -19.6206, 5.0801], [19.6503, -19.5465, 4.2739], [19.2173, -19.8217, 2.5958], [19.9050, -18.2918, 3.1258], [25.5182, -20.5821, 4.1267], [24.9063, -19.1992, 3.8248], [26.8634, -21.8316, 0.7335], [25.3673, -21.9712, 0.7069], [24.6686, -20.6436, 0.3468], [23.3486, -20.9425, 0.0672], [22.5845, -19.8157, -0.3444], [25.1094, -22.9614, -0.3595], [27.0849, -21.0481, 1.4582], [27.4567, -21.5700, -0.1427], [27.3602, -22.7032, 1.1596], [24.9555, -22.2950, 1.6628], [25.1302, -20.2240, -0.5470], [24.8515, -19.9871, 1.1975], [22.5808, -19.0149, 0.3950], [21.5593, -20.1232, -0.5507], [22.9675, -19.3896, -1.2717], [25.5516, -23.8229, -0.0728], [25.6078, -22.5816, -1.1517], [20.1405, -11.2131, 0.5585], [21.5387, -10.8195, 0.3441], [22.4164, -11.1918, 1.6210], [23.7193, -10.6274, 1.3509], [24.7469, -11.0210, 2.2057], [21.9903, -11.5816, -0.7793], [19.9695, -12.2727, 0.7488], [19.5919, -10.8683, -0.3179], [19.7707, -10.6307, 1.4024], [21.7010, -9.7631, 0.1298], [22.4187, -12.2752, 1.7411], [21.9447, -10.6847, 2.4627], [25.7161, -10.5339, 2.0984], [24.8950, -12.1007, 2.2296], [24.3941, -10.6259, 3.1584], [21.8704, -12.5550, -0.5379], [22.9961, -11.5568, -0.8683], [26.2486, -12.2117, 8.9155], [27.4459, -12.9499, 9.3622], [28.4314, -13.1653, 8.2333], [27.9244, -14.1150, 7.3441], [28.6615, -14.2807, 6.1730], [28.1607, -12.1590, 10.3701], [26.4433, -11.1721, 8.6520], [25.6614, -12.0939, 9.8262], [25.6812, -12.7290, 8.1419], [27.1370, -13.8801, 9.8390], [29.3915, -13.4819, 8.6407], [28.6635, -12.2355, 7.7140], [27.9777, -14.8736, 5.5655], [29.6086, -14.7822, 6.3717], [28.7556, -13.3466, 5.6193], [28.5809, -11.3854, 9.8752], [28.9189, -12.7480, 10.6837], [31.4061, -17.4778, 7.7728], [30.2142, -18.1928, 8.4464], [28.9910, -17.1953, 8.4827], [27.9536, -17.7510, 9.1888], [26.6955, -17.0203, 9.1133], [29.8842, -19.3096, 7.6304], [32.2295, -18.1507, 7.5335], [31.7936, -16.8409, 8.5680], [31.2030, -16.9486, 6.8418], [30.5311, -18.5718, 9.4180], [28.7706, -17.0621, 7.4235], [29.1912, -16.2201, 8.9265], [26.4481, -17.0020, 8.0520], [26.8674, -15.9863, 9.4124], [25.9715, -17.6107, 9.6748], [29.0820, -19.6391, 8.1481], [29.5196, -18.9862, 6.7457], [21.4490, -16.6072, 0.4344], [21.7888, -15.7482, 0.1837], [22.1015, -16.9553, 1.0421], [31.9870, -18.7325, 4.8278], [31.4879, -18.4794, 5.6044], [31.3293, -18.8199, 4.1379], [22.6476, -14.3909, -0.3664], [22.8574, -14.4510, -1.2984], [23.4793, -14.1707, 0.0531], [21.9346, -14.9962, 3.4686], [21.3494, -14.8715, 4.7964], [21.9020, -16.0271, 3.1160], [21.4741, -14.3546, 2.7173], [22.9524, -14.6457, 3.6396], [21.8490, -15.5096, 5.3111]], "s_squared": 0.75, "multiplicity": 2, "fmax_ev_per_a": 5.030, "homo_lumo_gap_ev": [7.8590, 2.8028], "e_homo_ha": [-0.3176, -0.3176], "charge": 0, "e_tot_ha": -4014.0413}